Record 1
ORCA calculation (the ωB97M-V functional and the def2-TZVPD basis) on a molecular structure, C3H5N3.

The HOMO energy comes out at -8.3 eV. The calculation puts the HOMO-LUMO gap at 9.19 eV. As for the total energy: -7659.0828 eV. As for the relative energy (zero: lowest compared OMol25 entry of this formula, charge and spin): 325.4 kJ/mol.

```
11
Properties=species:S:1:pos:R:3:nbo_charge:R:1
H -2.0988 1.1118 0.1290 0.41
N -0.1422 -1.4346 0.0575 -0.53
H 1.4481 1.1016 0.2626 0.41
C -1.3010 -0.8162 0.2070 0.28
N -1.2809 0.5258 0.1101 -0.55
H -2.2208 -1.3474 0.4372 0.20
C 0.0677 0.9138 -0.2301 -0.45
H 2.6941 -0.8555 0.0963 0.38
N 1.9769 -0.1453 0.2270 -0.80
C 0.7148 -0.3768 -0.0691 0.42
H 0.1342 1.3497 -1.2317 0.22
```

Record 2
ORCA calculation (the ωB97M-V functional and the def2-TZVPD basis) on a molecular structure, C31H33ClN2O2Si2Tc at a distorted geometry.

The HOMO energy (alpha / beta) comes out at -9.9 / -13.5 eV. The calculation puts the HOMO-LUMO gap (alpha / beta) at 4.88 / 5.28 eV. The net charge is +2. The spin multiplicity is 4. As for the total energy: -70215.5344 eV. As for the relative energy (zero: lowest compared OMol25 entry of this formula, charge and spin): 0.0 kJ/mol.

```
72
Properties=species:S:1:pos:R:3:lowdin_spin:R:1
H 1.7542 2.7464 8.2635 0.00
H 0.4943 -0.4305 -5.4976 0.00
C 0.1709 -2.7562 0.3066 0.00
H -1.8467 -4.9588 -1.3407 0.00
C -0.6588 -1.5108 4.6097 -0.01
H -0.0750 4.4848 -1.6900 0.00
C -2.0435 0.1382 3.7327 0.06
H -0.1381 -2.1612 5.3068 0.00
H 1.4133 0.9902 8.1110 0.00
H 1.4222 -4.8302 -3.3720 0.00
C -0.5885 3.7828 -1.0277 0.01
C -1.9061 1.8787 0.5144 0.01
N 1.7317 -0.5816 4.3665 0.01
C 0.8706 3.2273 -5.3759 0.37
C -0.5150 3.3859 -5.2615 0.32
H -1.3429 0.2529 5.8599 0.00
C -0.9919 -1.8792 3.2631 0.03
C 0.4576 -3.7946 -5.0132 0.01
C -0.5711 1.6394 0.1389 0.02
C -1.2189 2.6253 -4.3245 0.03
O 1.1964 2.2408 6.3861 0.00
Tc 0.0313 -0.0237 3.2716 0.75
H 1.8584 -1.5880 4.5359 0.00
Cl 2.1061 -0.0271 -0.5426 0.10
C 0.6753 -1.3830 -4.9900 0.02
C 0.1045 2.6776 -0.5354 0.02
C -1.4356 -4.0043 -0.9995 0.00
H -2.6065 1.0603 3.6043 0.01
C 1.6816 -2.6967 -3.2250 0.01
C 1.1761 1.3632 5.4105 0.01
H 2.6301 2.2434 -4.6131 0.00
C -0.5634 1.6586 -3.5503 0.41
H 1.1750 2.5767 -0.7220 0.00
H 2.3086 -2.7824 -2.3288 0.00
H -3.5984 3.1981 0.4529 0.00
C -1.5132 -1.5786 -0.9701 0.00
H 0.0815 -4.7100 -5.4770 0.00
H -2.2932 2.7854 -4.1882 -0.01
H -1.1483 1.0673 -2.8477 0.02
C 1.5414 2.3215 -4.5468 0.06
H 2.2471 -0.1529 6.3972 0.00
H 1.0227 -2.7566 0.9948 0.00
C 0.8315 1.4917 -3.6453 0.33
C -2.0016 -2.8007 -1.4361 0.00
C -1.3089 -0.2551 4.9001 0.02
C -0.3326 -3.9746 -0.1394 0.00
C 0.2088 -2.5528 -5.5960 0.00
C 1.3523 -1.4257 -3.7444 0.02
H 2.9551 1.6810 7.4545 0.00
C -2.5710 3.0388 0.1198 0.00
H 0.1356 -4.9077 0.1970 0.00
H -2.8436 -2.8009 -2.1332 0.00
H -1.0429 4.1053 -5.8934 0.01
C -0.4330 -1.5442 -0.0814 0.00
H -0.3489 -2.4982 -6.5318 0.00
H -2.4394 1.1492 1.1253 0.00
Si 0.2441 0.0380 0.5787 0.03
Si 1.8134 0.1320 -2.8462 0.21
H 1.1366 -0.0079 1.8643 0.01
H -2.4664 4.8519 -1.0612 0.00
H -1.9831 -0.6457 -1.2863 0.00
C 1.8822 1.8652 7.6329 0.00
H -0.6569 -2.7708 2.7413 0.00
N 1.6146 0.1077 5.6299 0.00
C -1.8380 -0.8624 2.7318 0.02
O 0.6966 1.6374 4.2728 0.04
H -2.2723 -0.8680 1.7418 0.00
H 2.6190 -0.2687 3.9558 0.00
C 1.2046 -3.8624 -3.8336 0.00
H 3.2542 0.4167 -2.9996 0.01
C -1.9316 3.9773 -0.6960 0.01
H 1.4263 3.8149 -6.1085 0.01
```

Record 3
ORCA calculation (the ωB97M-V functional and the def2-TZVPD basis) on a molecular structure, C13H18ClHfIN2O2P at a distorted geometry.

The HOMO energy comes out at -17.3 eV. The calculation puts the HOMO-LUMO gap at 6.09 eV. The net charge is +3. As for the total energy: -52042.1859 eV. As for the relative energy (zero: lowest compared OMol25 entry of this formula, charge and spin): 0.0 kJ/mol.

```
39
Properties=species:S:1:pos:R:3:nbo_charge:R:1
C -1.7434 -4.4286 2.2823 -0.19
H -2.8611 2.2520 -2.2734 0.29
C 4.7991 2.3236 -2.7869 -0.82
H 5.6965 2.6673 -3.3428 0.37
H -0.9482 3.1118 1.2919 0.26
H -1.0827 3.7802 -2.3471 0.30
C 0.8409 1.1618 1.4420 0.45
H 1.6304 -2.7430 1.1026 0.21
C -1.6840 -3.1656 1.7183 0.09
C -1.7240 2.7215 0.6240 -0.92
H 0.2500 3.9810 -1.1667 0.26
C 4.6119 3.0983 -1.5990 0.98
H -2.1033 0.6457 -2.5006 0.27
H -0.4839 -6.0678 2.9191 0.26
C -0.5129 -5.0812 2.4624 -0.15
H 4.8665 1.2629 -2.4611 0.35
I 3.1116 -0.6351 0.2019 -0.07
N -2.6771 -2.1975 1.5352 -0.44
C 0.7238 -3.2463 1.4403 -0.23
H -2.3457 2.0087 1.1817 0.25
C -0.5036 -2.5979 1.2762 0.14
H -3.6587 -2.3239 1.7727 0.47
C -0.2849 3.2604 -1.7967 -0.91
C -2.4085 1.3917 -1.7578 -0.91
Cl 0.3911 -0.9410 -2.6474 -0.32
C 0.7049 -4.4986 2.0665 -0.16
H -2.7117 -4.8627 2.5389 0.26
H 0.4153 2.8205 -2.5178 0.24
H -2.3709 3.5464 0.2925 0.30
H -2.6313 -0.1596 0.8658 0.23
H 3.8792 2.4606 -3.3922 0.34
C -2.1203 -1.1002 1.0091 0.28
O 1.1331 1.6495 2.4515 -0.32
H 1.6371 -5.0394 2.2561 0.26
Hf 0.5692 -0.1428 -0.4505 1.50
H -3.1622 0.9300 -1.1071 0.25
O 4.5070 3.5910 -0.5520 -0.21
N -0.8152 -1.3222 0.7512 -0.73
P -0.9343 1.8886 -0.7832 0.76
```

Record 4
ORCA calculation (the ωB97M-V functional and the def2-TZVPD basis) on a molecular structure, C39H31N9O2SeTi at a distorted geometry.

The HOMO energy (alpha / beta) comes out at -11.5 / -12.8 eV. The calculation puts the HOMO-LUMO gap (alpha / beta) at 5.05 / 6.41 eV. The net charge is +2. The spin multiplicity is 3. As for the total energy: -146902.9185 eV.

```
83
Properties=species:S:1:pos:R:3:lowdin_spin:R:1
C 2.2094 -0.8379 1.2699 0.06
H -0.5284 0.7920 3.7177 0.00
H -2.2541 2.1521 -1.4750 0.00
C -3.8833 -2.8282 0.2750 0.04
H -3.8450 -1.6176 6.4777 0.00
H 5.4772 -0.6067 0.4542 0.00
H -1.6299 1.9397 5.6163 0.00
H -1.3684 -2.6530 2.6023 0.00
C -2.7954 0.2300 6.1708 0.00
H 1.3112 -5.2265 -1.1891 0.00
C -4.6073 -2.0663 1.1880 0.04
C 1.2182 -1.3507 2.1748 0.03
H -3.2356 0.7134 7.0325 0.00
C 3.5824 -0.9970 1.3888 -0.01
H -1.2539 4.5483 1.3680 0.00
C -2.3789 4.1484 -0.5168 0.01
H -3.4415 3.9831 2.4190 0.01
H 0.3990 -1.8495 4.8866 0.00
H -2.8131 -2.7332 4.5361 0.00
C -4.4296 1.4691 2.5384 0.00
C 1.3634 2.2728 -3.5551 0.00
C -4.8512 0.1027 2.4007 0.00
C -1.8371 3.7535 0.9030 0.02
C -2.5558 -1.7056 4.7714 0.00
H 4.4236 0.5984 -1.4755 0.00
H -0.7062 1.5494 -3.4509 0.00
C -2.4673 0.9870 1.0973 0.17
C 1.7120 1.0019 -1.7648 0.02
C -1.2855 0.2803 4.3022 0.00
H 0.3686 4.7753 -3.3316 0.00
C 3.8254 0.1753 -0.6801 -0.01
C 0.9713 -4.2169 -1.3385 0.00
C -1.6145 -1.0339 3.9990 0.00
H 1.0747 -4.0949 -3.4514 0.00
H -2.1423 -2.9212 -0.9566 0.00
N -2.2150 -1.1194 0.0572 0.06
C -3.1378 -1.0789 5.8611 0.00
O 1.5642 -2.0609 3.2245 0.01
C 4.4046 -0.4897 0.3981 0.07
N -1.2526 1.2480 0.5949 -0.01
C -0.3527 4.5276 -2.5625 0.00
N 1.6345 -0.1812 0.2340 0.03
C -0.6005 3.2674 -2.2080 0.00
C -4.1443 -0.8044 1.5159 0.04
Ti -0.3182 -0.3428 0.0072 1.08
N 0.4277 1.0730 -1.7316 0.01
C 2.4528 0.3076 -0.7244 0.06
H -5.5247 -2.4342 1.6276 0.00
N -5.1809 2.2144 3.3037 -0.02
H -4.2422 -3.7984 -0.0375 0.00
H 0.0894 2.8201 0.3020 0.00
H 0.9066 -0.9786 -3.9648 0.00
N -0.0515 -1.1525 1.9480 0.01
C 0.3797 -2.3902 -2.4382 0.01
H 3.9871 -1.5057 2.2534 0.00
C -2.9518 -0.3492 0.9133 0.05
H -0.3793 -2.1012 -4.4026 0.00
N 0.2046 -2.1182 -1.1523 0.00
H -0.7141 -0.7835 -3.2657 0.00
O 2.3587 1.6074 -2.7436 0.01
C -2.0047 5.4989 -1.0336 0.00
H -0.8493 6.6432 -2.3592 0.00
Se -6.4937 1.2036 3.9116 -0.01
C -1.0759 5.6583 -1.9729 0.00
C 0.3665 -2.3840 3.9389 0.00
C -0.7775 -1.8452 3.0466 0.00
C -1.8862 0.9151 5.3794 0.00
C 0.0357 2.0290 -2.8051 0.00
C -2.9033 3.2677 1.8084 0.16
N -5.9263 -0.2259 3.0693 0.01
H 0.4933 -3.3460 0.6093 0.00
H -2.5534 6.3459 -0.6391 0.00
H -3.4635 4.0346 -0.5668 0.00
N 0.8426 -3.6484 -2.5789 0.00
H 1.6404 3.3201 -3.6140 0.00
C -3.2664 1.9678 1.8136 0.00
C -1.5999 2.9638 -1.1405 0.00
C -0.9804 2.6259 0.2476 0.00
H 0.3315 -3.4524 4.1376 0.00
C 0.5709 -3.2654 -0.4598 0.00
H 1.3823 1.8367 -4.5520 0.00
C -2.7082 -2.3327 -0.2481 0.04
C 0.0300 -1.5080 -3.5858 0.00
```

Record 5
ORCA calculation (the ωB97M-V functional and the def2-TZVPD basis) on C2H6N2O in the gas phase at a distorted geometry.

The HOMO energy comes out at -8.6 eV. The SMILES is [H]/N=C(\C)NO. The calculation puts the HOMO-LUMO gap at 9.51 eV. As for the total energy: -7196.8574 eV. As for the relative energy (zero: lowest compared OMol25 entry of this formula, charge and spin): 282.7 kJ/mol.

```
11
Properties=species:S:1:pos:R:3:nbo_charge:R:1
C -1.3377 -0.4332 -0.0216 -0.70
H -1.6165 -1.2361 -0.6972 0.24
H 2.1941 0.6766 -0.4095 0.48
O 2.3215 -0.1334 0.0394 -0.54
H -0.4024 2.0183 0.0801 0.34
N 1.0590 -0.6550 0.0448 -0.33
C 0.0397 0.2567 0.0363 0.42
H 0.9869 -1.6536 0.0665 0.39
H -1.5803 -0.7214 1.0098 0.23
H -2.0422 0.4213 -0.1846 0.22
N 0.3779 1.4597 0.0360 -0.77
```

Record 6
ORCA calculation (the ωB97M-V functional and the def2-TZVPD basis) on a molecular structure, C27H31CeN8O8S at a distorted geometry.

The HOMO energy comes out at -11.2 eV. The calculation puts the HOMO-LUMO gap at 7.03 eV. The net charge is +1. As for the total energy: -80561.2651 eV. As for the relative energy (zero: lowest compared OMol25 entry of this formula, charge and spin): 0.0 kJ/mol.

```
76
Properties=species:S:1:pos:R:3:lowdin_charge:R:1
H 2.3206 2.7199 4.4367 0.12
C 1.7795 0.3689 -6.5270 -0.09
H 3.9886 0.0235 -1.8431 0.13
H 0.4172 1.4186 5.3376 0.11
H -0.4176 -1.9530 2.2430 0.14
C -2.2076 -3.6641 3.1056 -0.30
C 1.1193 -1.7395 -3.5165 -0.09
C -3.6905 -2.2354 1.8602 -0.06
H -3.2229 0.2964 0.8247 0.10
C 1.2569 1.6044 -6.1269 -0.08
H -4.2807 -2.0099 0.9762 0.12
N 2.3596 2.4764 -1.2584 0.07
H 3.7359 4.0462 -3.7764 0.14
O 0.1491 0.8749 -2.7927 -0.17
H 2.2265 0.2659 -7.5141 0.11
H -2.8749 -4.0672 1.1064 0.12
H -1.7211 -2.9942 5.0832 0.13
H 3.3082 2.1289 2.2535 0.13
O -4.6874 0.9815 3.8149 -0.28
C 0.8936 -2.9222 -1.4980 -0.18
H 0.5282 -3.7686 -2.1026 0.13
N 3.4837 1.5978 -2.9974 0.05
H -1.0051 -2.6397 -0.4753 0.13
C -3.3275 2.2645 1.4508 -0.20
N 3.2773 3.9103 -2.8874 0.23
C 0.3107 0.1354 3.6316 -0.01
C 1.1579 -0.5926 -4.3841 -0.17
C -1.8528 2.6494 1.2900 -0.03
C 0.0574 -2.7591 -0.2182 -0.17
C 0.6387 0.6829 -3.9540 -0.35
H 2.0955 -1.6723 -5.9913 0.12
H -1.3069 2.3927 2.2074 0.14
N 0.8988 -1.6844 -2.2516 0.00
C 0.6924 1.7534 -4.8899 -0.01
H -0.3077 -4.6613 3.0844 0.08
O -5.8204 -0.1367 1.9335 -0.28
S -4.6005 0.1723 2.6335 0.66
C 1.9053 1.9013 3.8552 -0.04
H 2.9828 4.7004 -2.3126 0.11
H 1.3072 2.4534 -6.8030 0.11
N 2.0666 3.4375 -0.3812 -0.37
H -0.5127 -0.4529 4.0218 0.10
H 0.1647 -3.6562 0.4127 0.13
O 2.4302 0.3216 0.6548 -0.17
C 2.4528 1.5852 2.6393 0.00
C -3.7293 -1.3571 2.9271 -0.27
C -3.0326 -1.6173 4.0902 -0.05
C 1.7038 -0.7070 -5.6752 -0.04
H -3.7474 2.7313 2.3488 0.12
N 3.2168 0.3399 -2.4321 0.08
O 1.4680 3.0586 0.6100 0.05
H -3.9020 2.6119 0.5750 0.14
H -1.6430 -5.6048 2.3968 0.08
C -1.3728 -4.9037 3.1924 -0.04
C -1.1883 1.8995 0.1409 -0.60
Ce 0.7697 0.6002 -0.7024 1.43
C 0.8072 -0.1841 2.3575 -0.13
H 3.8320 1.6520 -3.9529 0.17
H -3.0970 -0.9108 4.9141 0.12
H 0.2628 2.6976 -4.5706 0.13
C -2.9247 -3.3821 1.9475 -0.05
H 1.9293 -3.1422 -1.1874 0.14
N 0.5515 -1.5760 0.4424 -0.05
H 1.3171 -2.7110 -4.0045 0.15
H -1.7460 3.7229 1.1126 0.14
H 2.9855 -0.3449 -3.1516 0.09
O -0.5402 2.5406 -0.7124 -0.01
C -2.2768 -2.7767 4.1772 -0.04
H -1.5090 -5.3939 4.1603 0.09
C 0.8295 1.1726 4.3661 -0.06
C 1.9090 0.5673 1.8114 -0.37
O -1.2817 0.6356 0.1022 -0.09
N -3.4667 0.8435 1.6418 -0.14
C 3.0140 2.7036 -2.3882 -0.36
C 0.2494 -1.3067 1.6611 -0.05
O 2.4431 4.5868 -0.5530 0.09
```

Record 7
ORCA calculation (the ωB97M-V functional and the def2-TZVPD basis) on 2 unconnected molecules or ions with the total composition C29H36N5O at a distorted geometry.

The HOMO energy comes out at -9.8 eV. The calculation puts the HOMO-LUMO gap at 5.82 eV. The net charge is +1. As for the total energy: -40149.5361 eV. As for the relative energy (zero: lowest compared OMol25 entry of this formula, charge and spin): 0.0 kJ/mol.

```
71
Properties=species:S:1:pos:R:3:lowdin_charge:R:1
C -2.7970 0.0405 2.2587 -0.15
C 2.8694 0.9010 -4.1910 -0.18
H -0.3827 -0.5826 -5.9997 0.13
C -1.6076 -1.1513 4.1408 -0.02
C -3.7998 0.1192 1.2912 -0.20
C 3.0601 0.0466 -2.9637 -0.27
H 1.6351 2.6130 1.3486 0.11
C 1.1797 2.9908 2.2708 0.02
H 3.7744 0.4976 -2.2710 0.10
H -1.0712 4.1853 3.3400 0.14
H 1.8360 2.7555 3.1214 0.11
C 4.6651 -1.0540 -0.1841 -0.03
H -0.3547 -0.5825 -1.2343 0.09
H -1.2498 -0.1716 4.4740 0.08
H -2.1614 0.5239 -2.7794 0.12
H 6.6837 -1.3533 -0.8719 0.11
N 0.6417 -0.0537 -4.2727 -0.05
C -1.2023 3.1689 3.0031 0.02
H -2.8868 1.4893 -0.1072 0.08
C 2.3800 -0.3842 0.5483 0.03
H 2.1694 -0.5563 -5.6094 0.13
O -0.5858 -0.5033 0.5708 0.07
C -3.6326 -2.0853 3.0008 0.01
H 7.7067 -0.2113 1.1149 0.11
H 1.4665 1.0625 -5.8219 0.13
C 5.8023 0.1338 2.0744 -0.07
H 1.9880 -0.7265 -0.4177 0.09
C 4.4145 0.0356 1.9687 -0.02
C 1.7879 0.3290 -5.0723 -0.17
H -0.9634 0.8945 -5.1952 0.13
H -1.4129 -1.9941 -4.3413 0.13
C 6.0504 -0.9506 -0.0772 -0.06
C -2.2991 2.3887 2.9637 0.03
C -1.7384 -0.4926 -2.8377 -0.20
H 3.4782 -0.9282 -3.2761 0.12
C -5.6853 -3.1274 1.9971 -0.04
H 6.2352 0.5764 2.9754 0.11
C -0.5964 -0.1315 -5.0203 -0.17
H -4.2167 2.1984 0.8458 0.08
H -5.2253 -4.0825 1.7098 0.09
N 1.8444 -0.1513 -2.2207 0.02
H 3.8036 0.9560 -4.7571 0.12
H -2.6070 -0.7610 -4.7759 0.12
H -0.7494 -1.7243 3.7624 0.10
H -2.3756 -1.1732 -2.2611 0.12
H 1.0867 4.0808 2.1994 0.11
H 4.2056 -1.5912 -1.0211 0.11
H -5.5168 -0.8681 0.4478 0.12
C -0.5692 1.1902 2.1836 -0.10
H 1.9054 0.4060 2.4845 0.10
N -1.9217 1.1576 2.4296 0.07
H -6.1654 -3.2848 2.9723 0.09
H -4.5681 1.0480 -0.4536 0.09
C 6.6276 -0.3280 1.0418 -0.06
C 3.8083 -0.4757 0.7834 -0.19
N -0.4260 -0.5235 -2.2561 0.06
H -3.5582 -2.9438 3.6701 0.13
H 3.7902 0.3469 2.8088 0.10
H 2.5855 1.9123 -3.8820 0.12
C -1.6460 -0.9247 -4.2837 -0.17
H -6.4657 -2.8933 1.2666 0.08
C -3.8630 1.2816 0.3532 -0.03
C -4.6681 -2.0239 2.0634 -0.25
C 0.7300 -0.2349 -2.9213 -0.35
H -3.3176 2.5921 3.2528 0.15
H -1.9941 -1.6865 5.0176 0.09
C -2.6928 -1.0564 3.1170 -0.19
N -0.1515 2.4390 2.4619 -0.02
C -4.7294 -0.9231 1.2018 0.02
C 0.1008 0.2155 1.3443 -0.27
C 1.5425 0.1138 1.4961 -0.04
```

Record 8
ORCA calculation (the ωB97M-V functional and the def2-TZVPD basis) on 2 unconnected molecules or ions with the total composition C7H11NOS3 at a distorted geometry.

The HOMO energy comes out at -8.6 eV. The SMILES is C=C1SC(=S)N(CC)C1=O.CS. The calculation puts the HOMO-LUMO gap at 8.09 eV. As for the total energy: -43479.3002 eV. As for the relative energy (zero: lowest compared OMol25 entry of this formula, charge and spin): 0.0 kJ/mol.

```
23
Properties=species:S:1:pos:R:3:nbo_charge:R:1
H -3.3336 -2.2752 0.8727 0.22
S -0.8192 2.3795 -0.6910 -0.06
H 1.8959 1.9469 -1.5946 0.22
H -2.7858 -0.9012 1.3591 0.23
C 0.8966 0.0528 -1.0644 -0.24
H 1.8276 -0.4633 4.0154 0.23
H -4.1806 -0.7609 0.5816 0.22
S -0.4595 1.8393 2.1329 0.41
H 3.0173 0.7589 -0.6669 0.21
H 2.3572 0.6064 -2.4115 0.21
C -0.1913 1.4662 0.4890 -0.12
S -2.3504 -1.1948 -0.9443 -0.02
H -0.0060 0.1434 -1.7279 0.25
C 0.9967 0.2574 3.9188 -0.32
H 0.8210 0.8185 4.8958 0.23
H 1.1530 -1.0494 -1.1525 0.23
C 1.1473 -0.1974 1.5013 0.66
C -3.3106 -1.2705 0.5281 -0.75
O 1.9770 -1.0425 1.4312 -0.53
C 0.7054 0.6130 2.6675 -0.31
N 0.5610 0.3758 0.3349 -0.47
H -3.1879 -1.7891 -1.7246 0.11
C 2.1259 0.9458 -1.4577 -0.61
```